1.
This record from the OMol25 dataset describes a molecular structure, C26H40BGe2MnN6O at a distorted geometry. The level of theory is wB97M-V/def2-TZVPD.

- total charge = +1
- lowest unoccupied orbital energy (spin up / spin down) (eV) = -2.64 / -3.58
- E (hartree) = -6748.05510
- expectation value of S² = 8.757
- spin multiplicity = 6
- HOMO level (spin up / spin down) (eV) = -10.96 / -10.97

Each line ends with the Löwdin spin population.
Element x y z (Å)
Mn: 1.382 0.005 0.756  4.639
C: 2.567 1.278 -3.312  0.003
C: 1.905 0.384 -2.467  0.009
N: 2.049 0.746 -1.195  0.041
N: 2.801 1.869 -1.190  0.004
C: 3.129 2.202 -2.453  0.006
B: 3.373 2.455 0.122  0.001
N: 2.241 2.859 1.110  0.006
C: 2.180 3.972 1.854  0.009
C: 1.206 3.809 2.822  0.004
C: 0.715 2.526 2.598  0.013
N: 1.331 1.961 1.557  0.035
N: 4.219 1.344 0.807  0.002
C: 5.509 1.362 1.175  0.002
C: 5.846 0.115 1.659  0.002
C: 4.668 -0.625 1.540  0.005
N: 3.686 0.122 1.026  0.030
H: 2.638 1.246 -4.387  0.000
H: 1.312 -0.486 -2.716  0.000
H: 3.740 3.070 -2.650  0.001
H: 4.049 3.420 -0.115  0.000
H: 2.837 4.804 1.650  0.001
H: 0.908 4.512 3.583  0.000
H: -0.044 1.985 3.140  0.001
H: 6.103 2.256 1.060  0.000
H: 6.803 -0.215 2.029  0.000
H: 4.498 -1.671 1.762  0.000
C: -1.492 -4.290 0.989  0.001
C: -0.708 -3.101 1.554  0.005
Ge: -0.003 -1.980 0.103  0.032
C: 1.603 -2.902 -0.616  0.030
C: 1.275 -3.628 -1.922  0.006
C: -1.403 -1.980 -1.225  -0.001
C: -2.191 -0.906 -1.222  -0.001
Ge: -1.431 0.498 -0.094  0.025
C: -0.720 2.105 -0.953  0.012
C: -1.740 3.023 -1.641  0.004
C: -2.416 0.831 1.539  0.006
C: -3.693 1.657 1.323  0.002
C: -3.522 -0.788 -1.885  0.000
C: -4.106 -1.884 -2.524  0.000
C: -5.352 -1.780 -3.120  0.000
C: -6.054 -0.581 -3.079  0.000
C: -5.501 0.512 -2.431  0.000
C: -4.248 0.400 -1.841  0.000
H: -1.872 -4.918 1.796  0.000
H: -0.868 -4.922 0.352  0.000
H: -2.348 -3.963 0.397  0.000
H: 0.142 -3.451 2.146  0.000
H: -1.338 -2.503 2.216  0.000
H: 1.910 -3.598 0.168  0.001
H: 2.428 -2.202 -0.764  0.003
H: 0.462 -4.345 -1.797  0.000
H: 2.148 -4.178 -2.278  0.002
H: 0.978 -2.932 -2.710  0.000
H: -1.657 -2.871 -1.803  0.000
H: 0.020 1.769 -1.673  0.000
H: -0.186 2.642 -0.169  0.000
H: -2.211 2.547 -2.497  0.000
H: -1.211 3.902 -2.015  0.001
H: -2.522 3.379 -0.969  0.000
H: -1.744 1.349 2.220  0.000
H: -2.645 -0.142 1.977  0.000
H: -3.477 2.645 0.915  0.000
H: -4.197 1.805 2.280  0.000
H: -4.397 1.158 0.656  0.000
H: -3.585 -2.835 -2.556  0.000
H: -5.782 -2.642 -3.616  0.000
H: -7.033 -0.505 -3.537  0.000
H: -6.041 1.450 -2.382  0.000
H: -3.838 1.255 -1.325  0.000
C: 1.206 -1.551 3.924  0.006
O: 1.820 -0.910 2.788  0.046
H: 1.419 -0.989 4.831  0.001
H: 1.560 -2.574 4.030  0.001
H: 0.136 -1.562 3.750  0.001
H: 2.772 -0.815 2.924  0.001

Cartesian forces (eV/Å) of the 2 atoms listed first:
Mn 1.1 0.9 0.3
C 0.0 -0.1 0.0

---

2.
This record from the OMol25 dataset describes a molecular structure, C26H40Cl2N3NiO3 at a distorted geometry. The level of theory is wB97M-V/def2-TZVPD.

- total charge = -1
- lowest unoccupied orbital energy (spin up / spin down) (eV) = 2.86 / 2.85
- E (hartree) = -3833.32639
- energy relative to the best compared isomer or geometry (same formula, charge and spin) (kcal per mole) = 36.5
- expectation value of S² = 2.027
- spin multiplicity = 3
- HOMO level (spin up / spin down) (eV) = -2.55 / -3.58

Each line ends with the Löwdin spin population.
Element x y z (Å)
O: -4.208 0.121 -1.373  0.002
C: -4.455 -0.784 -0.581  0.001
C: -4.842 -0.630 0.836  0.000
C: -3.773 -0.676 1.739  0.001
H: -2.765 -0.922 1.405  0.002
C: -3.967 -0.320 3.065  0.000
H: -3.122 -0.238 3.752  0.000
C: -5.286 -0.064 3.493  0.000
H: -5.459 0.199 4.543  0.000
C: -6.377 -0.130 2.607  0.000
H: -7.391 0.053 2.971  0.000
C: -6.161 -0.411 1.256  0.000
H: -6.971 -0.436 0.531  0.000
H: -4.163 -1.820 -0.860  0.001
C: -0.826 -1.760 -2.242  0.098
C: -0.263 -2.026 -0.918  0.511
H: -1.298 -2.652 -2.656  0.001
H: -0.059 -1.368 -2.907  0.013
H: -1.644 -1.035 -2.194  0.029
C: -0.564 -2.945 0.066  0.073
C: -0.151 -4.411 0.191  0.020
H: -1.501 -2.804 0.624  0.040
H: -0.242 -4.711 1.229  0.002
H: 0.880 -4.584 -0.138  0.002
H: -0.774 -5.057 -0.461  -0.004
Ni: 0.232 -1.243 0.509  1.001
Cl: 0.292 -1.797 2.612  0.031
Cl: 2.060 -0.534 -0.668  0.084
C: 4.944 -1.209 -0.148  0.002
O: 5.403 -0.065 -0.037  0.003
N: 5.217 -2.031 -1.181  0.001
C: 6.095 -1.563 -2.236  0.000
C: 4.578 -3.333 -1.313  0.001
H: 4.244 -1.634 0.599  0.000
H: 5.628 -0.738 -2.794  0.000
H: 6.297 -2.395 -2.915  0.000
H: 7.033 -1.201 -1.796  0.000
H: 3.483 -3.228 -1.398  0.001
H: 4.804 -3.950 -0.429  0.000
H: 4.975 -3.827 -2.207  0.000
H: 0.812 1.845 -4.211  0.000
H: -2.613 3.160 -3.256  0.000
C: 0.101 1.236 -3.633  0.001
C: -2.224 2.140 -3.377  0.001
N: -0.836 2.093 -2.930  0.000
H: 0.671 0.620 -2.924  0.000
C: -0.330 2.960 -2.020  0.000
O: 0.852 2.973 -1.685  0.000
H: -2.865 1.446 -2.808  0.001
H: -1.093 3.658 -1.618  0.000
H: -0.471 0.597 -4.310  0.000
H: -2.258 1.858 -4.436  0.000
C: 2.620 2.712 0.914  0.000
N: 2.479 1.416 1.646  0.001
C: 3.751 1.061 2.333  0.000
C: 1.310 1.377 2.624  0.001
C: 0.002 1.604 1.934  0.006
C: -0.773 2.717 2.340  0.003
C: -1.950 3.032 1.662  -0.002
C: -2.328 2.275 0.554  0.003
C: -1.554 1.155 0.189  0.008
C: -0.470 0.762 0.941  0.053
H: 2.604 3.538 1.632  0.000
H: 1.813 2.824 0.178  0.000
H: 3.590 2.698 0.403  0.000
H: 2.289 0.684 0.899  0.000
H: 4.029 1.861 3.032  0.000
H: 3.601 0.125 2.878  0.000
H: 4.524 0.903 1.573  0.000
H: 1.324 0.371 3.082  0.000
H: 1.505 2.160 3.373  0.000
H: -0.412 3.320 3.184  0.001
H: -2.564 3.873 1.991  0.000
H: -3.201 2.535 -0.047  0.000
H: -1.839 0.571 -0.679  0.002

Cartesian forces (eV/Å) of the 2 atoms listed first:
O -1.1 -1.1 1.2
C 1.5 0.4 -1.4

---

3.
This record from the OMol25 dataset describes a molecular structure, C26H40N2O2PSiTi. The level of theory is wB97M-V/def2-TZVPD.

- total charge = -1
- lowest unoccupied orbital energy (spin up / spin down) (eV) = 2.73 / 2.68
- E (hartree) = -2755.20483
- energy relative to the best compared isomer or geometry (same formula, charge and spin) (kcal per mole) = 0.0
- expectation value of S² = 2.053
- spin multiplicity = 3
- HOMO level (spin up / spin down) (eV) = -1.78 / -4.62

Each line ends with the Löwdin spin population.
Element x y z (Å)
Ti: -0.087 0.272 0.581  0.229
O: 0.459 1.313 -0.897  0.033
C: 0.163 2.546 -1.325  0.075
C: 0.971 3.155 -2.274  -0.003
C: 0.692 4.436 -2.743  0.118
C: -0.427 5.113 -2.256  -0.004
C: -1.248 4.509 -1.327  0.093
C: -1.000 3.208 -0.828  0.033
C: -1.911 2.614 0.088  0.278
N: -1.774 1.395 0.650  0.185
C: -2.880 0.860 1.415  0.019
C: -2.317 -0.025 2.518  0.020
N: -1.191 -0.752 1.964  0.190
C: -0.733 -1.797 2.690  0.285
C: 0.401 -2.587 2.365  0.034
C: 0.727 -3.725 3.140  0.095
C: 1.802 -4.537 2.837  -0.004
C: 2.605 -4.253 1.733  0.119
C: 2.317 -3.139 0.947  -0.002
C: 1.250 -2.310 1.256  0.073
O: 1.000 -1.238 0.492  0.032
H: 1.836 2.605 -2.623  -0.003
H: 1.342 4.899 -3.475  0.010
H: -0.657 6.112 -2.606  -0.004
H: -2.123 5.036 -0.958  0.003
H: -2.794 3.197 0.349  0.021
H: -3.524 0.250 0.763  0.008
H: -3.500 1.663 1.833  0.002
H: -3.093 -0.708 2.889  0.003
H: -1.987 0.596 3.365  0.007
H: -1.299 -2.091 3.573  0.022
H: 0.099 -3.959 3.994  0.003
H: 2.015 -5.399 3.459  -0.004
H: 3.450 -4.885 1.487  0.010
H: 2.927 -2.877 0.091  -0.003
C: -2.581 -3.268 -0.497  0.001
C: -2.826 -2.183 -1.545  0.001
P: -1.381 -1.057 -1.633  0.005
C: -1.798 0.170 -2.942  0.001
C: -2.863 -0.204 -3.970  0.000
C: -0.064 -2.096 -2.380  0.002
C: -0.336 -2.763 -3.722  0.001
H: -3.477 -3.868 -0.327  0.000
H: -2.271 -2.830 0.455  0.002
H: -1.786 -3.949 -0.807  0.000
H: -3.687 -1.573 -1.255  0.001
H: -3.066 -2.624 -2.518  0.000
H: -0.852 0.420 -3.431  0.000
H: -2.088 1.086 -2.419  0.001
H: -2.609 -1.109 -4.523  0.000
H: -2.997 0.602 -4.696  0.000
H: -3.832 -0.376 -3.499  0.000
H: 0.215 -2.829 -1.618  0.000
H: 0.803 -1.430 -2.444  0.000
H: -1.195 -3.438 -3.677  0.000
H: 0.521 -3.354 -4.052  0.000
H: -0.538 -2.025 -4.500  0.000
C: 3.752 0.177 1.748  0.000
Si: 2.747 1.744 1.990  0.002
C: 3.166 2.911 0.581  0.000
C: 3.361 2.545 3.586  0.000
C: 0.937 1.416 2.089  0.004
H: 4.824 0.397 1.790  0.000
H: 3.529 -0.285 0.784  0.000
H: 3.528 -0.569 2.515  0.000
H: 4.179 3.309 0.695  0.000
H: 2.472 3.754 0.535  0.000
H: 3.107 2.401 -0.382  0.000
H: 4.441 2.717 3.549  0.000
H: 3.148 1.910 4.449  0.000
H: 2.871 3.508 3.754  0.000
H: 0.408 2.379 2.122  0.002
H: 0.723 0.889 3.030  0.003

Cartesian forces (eV/Å) of the 2 atoms listed first:
Ti 0.1 0.2 0.0
O 0.0 0.3 -0.1